Entry 1:
The following is a quantum chemistry calculation of a 3-piece molecular cluster, C13H31ClIN2O6S2 overall, from the Open Molecules 2025 dataset.

## Properties
strongest force on any atom = 0.96 eV/A
frontier orbital gap = 9.6 eV
multiplicity = 1
HOMO level = -12.32 eV
total charge = +1

The geometry in XYZ format:
```
56
Properties=species:S:1:pos:R:3:forces:R:3
H 3.64252 -1.27915 3.63719 0.06 -0.04 0.01
O -2.50726 3.05406 3.80531 -0.17 -0.03 0.06
C -0.85176 -2.51829 -3.63219 -0.61 -0.61 -0.24
H -0.19063 1.70077 4.59781 0.03 0.01 -0.01
H 2.54832 -0.68261 -2.47934 -0.06 -0.33 0.15
H 0.52966 -0.54374 -2.91450 0.15 0.08 -0.09
O 0.74544 -0.44343 2.13930 0.07 0.04 -0.45
H -0.73442 1.21713 3.00179 0.00 -0.01 -0.09
H -0.72267 4.08663 4.08431 -0.13 -0.01 0.08
C -1.28653 0.30006 -3.29445 -0.05 -0.38 0.43
H 3.94614 -0.11672 -3.34818 0.21 -0.17 -0.01
H -1.14335 3.64786 2.43692 -0.20 0.00 0.01
O -2.32252 4.02035 6.05873 0.11 -0.08 0.10
H -0.07028 -2.95323 -3.01092 0.17 0.09 0.15
H -4.83551 4.06420 4.85873 0.02 0.00 0.00
N -2.01389 -2.07082 -2.89278 0.78 0.48 0.27
I 3.39801 2.30787 -4.93085 -0.31 -0.12 0.06
S -2.85937 2.89733 5.35558 -0.18 0.03 -0.31
H -1.11080 1.22323 -2.75319 -0.01 0.23 -0.15
H -0.39356 -3.58981 1.08200 0.03 -0.02 0.03
O 1.10697 -1.53646 -0.06567 -0.10 0.29 -0.25
O 1.97723 -2.57500 1.98728 -0.30 0.09 -0.22
Cl -1.35169 -3.87386 -4.70709 0.12 -0.01 0.09
C 3.86588 -1.10872 2.58475 -0.24 0.12 0.00
H -0.55601 -2.88596 2.72279 0.01 0.03 0.01
H -1.39777 -2.13183 1.34398 0.01 0.05 0.03
H -5.02433 2.89836 6.19924 0.05 -0.01 0.03
H -2.96238 -0.33955 -2.23193 -0.15 0.02 0.08
H 0.62071 -1.83508 -5.03204 0.18 -0.09 0.07
H 4.94305 -0.99695 2.46485 0.01 -0.08 -0.01
H 1.94900 1.55700 -2.85220 0.02 0.11 0.12
C 2.88637 -0.30544 -3.44161 -0.26 0.52 0.00
H 1.05080 0.43203 -5.52455 -0.10 -0.35 -0.09
C -0.50885 -2.67551 1.65795 0.00 -0.03 -0.10
H -2.06118 -2.67551 -2.07844 -0.49 -0.12 -0.21
C -4.60594 3.06193 5.20883 -0.01 0.03 -0.05
H 0.71860 2.21253 3.17372 -0.02 0.04 -0.07
N 0.02680 -0.24422 -3.75793 -0.37 -0.15 -0.25
C -1.12545 3.28472 3.46347 0.59 0.06 -0.09
C 3.36987 -2.26546 1.74104 0.67 0.20 0.01
H 2.69771 -1.02706 -4.23321 0.28 -0.20 -0.01
H 3.39178 -0.17127 2.29556 0.02 -0.01 -0.02
C 2.14992 0.99668 -3.75910 0.65 0.00 -0.07
C 0.86378 0.75991 -4.50924 0.07 0.64 0.28
H -0.98029 -1.19832 -5.33424 -0.19 0.08 -0.03
O -2.54561 1.56458 5.76942 0.04 0.04 0.11
C -1.94098 -0.68890 -2.36060 -0.43 -0.35 0.09
H -1.91171 0.44177 -4.16828 0.10 0.28 -0.22
H 3.90958 -3.17481 1.99445 -0.20 -0.10 0.03
C -0.28195 -1.47751 -4.55295 0.24 0.21 0.00
H 0.30700 1.68952 -4.54373 -0.24 0.04 -0.17
H 3.52163 -2.08114 0.67624 -0.16 -0.01 -0.01
H -1.49167 -0.65834 -1.36648 0.38 0.05 0.00
C -0.28229 2.02819 3.56280 -0.20 0.08 0.29
S 0.87511 -1.63075 1.35534 0.11 -0.63 0.62
H -4.97126 2.30876 4.51632 0.02 -0.02 0.01
```
Positions in Å, forces in eV/Å.

Entry 2:
The following is a quantum chemistry calculation of C36H96AsF6N6O6 as an isolated structure at a distorted geometry, from the Open Molecules 2025 dataset.

## Properties
strongest force on any atom = 2.61 eV/A
frontier orbital gap = 8.3 eV
multiplicity = 1
HOMO level = -18.56 eV
total charge = +5
ΔE to the lowest compared entry with this formula, charge and spin = 41.6 kcal per mole

The geometry in XYZ format:
```
151
Properties=species:S:1:pos:R:3:forces:R:3
H -6.12741 9.77667 -4.05476 0.06 -0.01 0.09
H -1.60701 9.81255 -9.70101 0.03 0.47 -0.05
C -13.54048 11.13037 -6.72743 1.22 -0.46 0.38
H -13.15049 7.97275 -6.67166 0.19 -0.17 0.01
H -7.82113 9.74539 -13.16227 0.12 0.03 0.06
H -11.37788 11.24317 -6.69504 0.04 0.03 0.38
H 0.59036 9.80137 -11.15343 -0.29 0.59 0.50
O -12.33714 3.69397 -9.72710 -1.56 0.69 -1.04
H -11.58152 6.47838 -9.43674 -0.38 -0.20 -0.60
H -10.95180 5.63492 -13.96156 0.34 0.56 0.17
H -5.52914 4.75201 -8.69628 -0.19 0.15 -0.15
O 0.29455 9.16803 -9.11101 -2.23 0.12 0.47
C -7.73551 9.28431 -1.03888 0.24 -0.04 -1.22
H -6.58615 0.52741 -6.45918 0.12 -0.37 0.22
F -6.82565 6.55491 -6.41248 -0.64 0.84 -1.31
H -11.76780 8.92214 -7.24499 -0.09 0.27 0.08
H -5.27565 -0.24395 -5.42615 -0.12 -0.25 -0.58
H -13.22587 1.90399 -10.11309 -0.37 0.30 0.32
H -4.08529 2.01314 -4.38666 -0.52 0.22 0.28
N -10.71396 5.55950 -11.25162 0.62 1.39 -0.10
H -12.29753 4.40096 -12.02856 -0.21 0.26 -0.14
C -14.92258 9.51120 -5.45493 0.29 -0.10 -1.30
H -6.33472 11.11198 -8.51528 0.21 0.45 0.32
H -1.38477 8.17168 -10.11265 0.64 -0.44 -0.06
H -12.69813 10.42724 -2.66020 0.30 0.08 0.05
H -5.87474 7.39803 -4.37731 -0.13 0.31 -0.33
H -12.59854 2.05950 -8.44646 0.29 -0.10 0.01
H -11.77153 4.39421 -8.00144 0.95 0.71 0.50
H -12.11819 12.12271 -7.93366 -0.15 0.52 0.05
H -5.77801 5.44252 -2.23016 0.23 -0.07 0.00
H -10.69879 7.76864 -11.49115 -0.24 -0.38 -0.12
H -7.78508 9.93055 -0.16252 -0.19 -0.30 -0.03
H -11.54982 1.89800 -9.98264 0.50 -0.65 0.77
C -8.75141 11.53065 -3.03371 0.80 0.15 0.74
H -7.93761 12.71566 -12.14401 0.44 0.62 0.24
C -8.77434 10.19344 -12.88165 -0.58 0.24 -0.65
H -9.60185 4.44273 -12.74926 0.41 0.98 -0.01
C -11.84263 6.03299 -13.47572 -0.37 -0.27 -0.64
H -9.19422 7.10997 -10.88722 -0.31 -0.33 0.51
C 1.06342 9.34316 -10.28489 1.16 -1.95 -1.26
H -7.80892 5.31956 -11.01895 -0.08 0.04 0.18
C -5.75449 0.67296 -5.76978 1.02 1.10 -0.31
H -3.31134 2.88865 -5.59469 0.29 0.66 0.14
H -1.49407 9.03756 -5.98417 -0.17 -0.50 0.28
C -12.43300 9.35596 -5.15415 -0.62 0.01 -0.83
C -7.34379 11.39286 -2.37661 0.13 -0.37 0.17
H -5.95082 10.39702 -9.91054 0.47 -0.05 -0.40
H -6.46097 5.38046 -3.89134 0.42 -0.14 -0.24
H -2.95014 1.34424 -5.31127 0.43 -0.47 0.02
H -12.58442 5.76992 -14.22980 -0.57 -0.50 0.55
H -11.51293 9.86863 -4.87354 -0.27 0.50 -0.21
H -5.24973 7.67930 -2.74382 0.80 0.12 -0.22
H -6.06172 2.68505 -7.69010 0.11 -0.05 -0.31
H -13.13681 12.17119 -4.32985 -0.13 -0.03 -0.03
C -12.42959 2.31502 -9.49253 -0.13 -0.46 -1.20
H -15.27089 8.55301 -1.01486 0.84 -0.62 -0.10
H -11.95782 7.11658 -13.45005 0.76 0.02 -0.10
H -7.65153 8.94643 -3.83794 -0.37 0.80 0.47
H -12.11989 12.82801 -6.27755 -0.11 -0.11 -0.11
C -12.21714 11.91687 -6.86786 -0.56 -0.58 -0.27
As -7.80663 7.61675 -7.47030 -0.91 -1.30 -0.40
H -3.90671 5.34399 -8.86269 0.44 -0.45 0.27
H -7.36271 11.92616 -1.42617 0.04 -0.17 0.11
C -12.20916 8.43549 -6.37525 0.01 0.39 0.38
H -14.96225 9.01882 -6.42657 0.24 -0.03 -0.03
C -6.68206 9.13004 -3.37481 -0.54 1.40 -0.36
C -12.05582 5.46213 -12.08851 0.96 -0.25 0.01
C -5.31055 2.94082 -6.94283 1.34 -0.74 -1.62
O -8.70697 10.95926 -11.69177 0.84 -0.87 1.34
C -7.09079 12.21976 -10.24191 -0.95 -1.15 -0.02
H -8.68735 9.10734 -1.53968 -0.14 0.48 0.22
H -12.81770 6.06806 -11.59812 0.21 -0.29 0.46
N -1.24062 9.35558 -6.90868 -0.37 0.02 -0.53
H -4.26276 11.64657 -2.34509 -0.17 0.09 0.42
H -9.53164 9.41443 -12.79373 0.14 0.00 0.48
H -10.23656 3.49020 -11.62693 -0.18 -0.05 0.95
C -11.32693 4.30209 -8.99237 -0.49 -0.11 -1.50
H -7.70150 3.64743 -11.41841 -0.27 -0.13 -0.24
F -8.79411 8.72035 -8.45824 0.62 -0.37 0.68
H -8.82234 12.56199 -3.37926 0.28 -0.03 -0.36
O -4.18767 3.67592 -7.61916 -1.24 -1.01 1.93
H -4.12256 1.10939 -7.19778 -0.02 0.28 -0.04
C -8.35063 4.37744 -10.93487 -0.02 0.35 -0.25
H -8.94410 10.84372 -3.85778 -0.01 0.05 0.11
H -4.84004 5.63604 -7.36244 0.15 0.07 0.12
N -3.71573 2.00283 -5.32657 0.51 -0.31 -1.05
H -12.68546 8.72490 -4.30201 -0.42 0.25 0.00
H -3.64375 7.76264 -8.78322 -0.11 0.16 0.07
O -14.62000 9.70343 -2.54924 0.57 -0.54 -0.36
H -7.39925 4.85109 -2.56784 -0.47 0.73 0.45
N -13.63450 10.34182 -5.39568 -0.72 0.13 0.69
C -6.66346 5.60623 -2.84438 0.36 -0.96 -0.44
C -4.69850 1.63816 -6.43830 -1.34 -0.79 1.27
H -1.10379 7.54343 -7.90917 -0.75 -0.54 0.66
H -9.48233 6.92174 -12.52494 -0.77 -0.34 -0.31
F -8.12684 8.52652 -5.99915 -0.04 -0.18 -1.14
H -15.76786 10.19810 -5.49663 0.07 -0.12 0.61
H -3.31046 10.44624 -1.47268 0.00 0.07 -0.03
H -5.04960 12.77613 -10.78966 -0.08 -0.07 -0.14
H -14.96879 8.72612 -4.70019 -0.01 0.66 0.28
H -5.23112 9.02723 -0.89042 0.18 -0.55 -1.03
H 1.30417 8.33159 -10.61179 -0.12 -0.27 -0.40
C -4.18520 10.58552 -2.10794 -0.74 0.13 0.44
H -5.73923 13.58313 -9.37309 0.31 0.06 0.05
H -14.02818 11.47508 -2.08967 0.76 0.98 -0.24
H 2.07586 9.70654 -10.10878 -0.51 0.78 0.57
C -10.01803 6.92158 -11.57566 0.45 -0.53 0.38
H -6.73013 11.50352 -12.22109 0.14 -0.58 -0.06
C -3.27459 8.36745 -7.95494 1.86 -0.29 -0.36
H -3.64903 9.38839 -8.02974 -0.21 -0.07 -0.03
H -6.21466 14.10351 -10.93813 -0.28 -0.30 -0.21
H -1.67170 10.26288 -7.01393 -0.02 0.59 -0.14
H -5.61706 10.44796 -0.33989 0.19 1.27 -0.36
H -11.49118 7.66545 -6.09303 -0.15 -0.11 0.11
C -6.13494 7.74301 -3.37662 1.66 0.76 1.49
H -3.97392 10.13046 -3.07561 -0.26 -0.57 0.18
F -9.28936 6.54688 -7.30363 2.07 1.53 0.26
H -7.40442 10.25183 -9.30110 -1.05 -0.22 -0.22
F -7.40065 6.69096 -8.92536 -0.11 0.53 1.08
H -5.91115 3.38283 -6.14784 0.64 1.00 0.25
N -6.67292 10.93218 -9.44983 0.44 0.51 -0.68
C -13.72076 10.75464 -2.84767 -0.76 -0.18 1.02
H -3.59466 7.90497 -7.02126 -0.03 0.08 -0.04
O -7.05837 6.94643 -2.77803 -2.20 -1.25 0.63
C -4.60363 4.91353 -8.14359 -1.12 0.28 -0.30
C -5.39130 10.01796 -1.31571 -0.92 -0.05 -0.35
C -1.70779 8.43999 -8.04876 -0.01 -0.33 0.69
H -6.55782 11.88126 -2.95265 -0.10 -0.22 -0.25
C -13.87447 11.37649 -4.21843 0.42 -1.28 -0.31
C -1.11574 8.90436 -9.35180 0.72 1.59 -0.04
C -7.58677 11.82234 -11.62727 -0.90 0.58 -0.73
H -0.23929 9.48747 -6.91453 0.79 0.05 -0.40
H -13.52210 10.40256 -7.53864 -0.20 -0.27 0.28
F -6.39854 8.69345 -7.91747 -0.84 -0.77 0.87
C -9.68916 4.43208 -11.66282 -1.39 -0.47 -0.11
H -7.88549 12.54979 -9.57286 -0.16 0.49 -0.44
H -9.15508 10.81361 -13.69315 0.33 0.16 -0.23
H -14.89332 11.75191 -4.31387 0.17 0.03 -0.39
C -5.95947 13.20749 -10.37234 0.35 0.15 1.12
C -14.56171 9.36981 -1.14910 -1.51 0.46 0.03
H -10.53791 3.55221 -9.04912 0.88 0.49 0.67
H -9.94855 5.93758 -9.39650 -0.18 -0.21 0.46
H -15.07040 10.11132 -0.53306 0.14 0.77 -0.21
H -8.40183 4.07123 -9.89004 -0.28 0.23 0.00
H -14.45472 11.70485 -6.87661 0.12 0.16 0.46
H -9.53156 11.52408 -2.27251 -0.02 -0.64 -0.02
H -13.55907 9.28994 -0.72905 0.09 -0.62 -0.37
C -10.94734 5.63557 -9.71165 1.27 -0.92 0.19
H -6.10394 1.12178 -4.83997 -0.39 0.30 -0.11
N -6.80707 9.97037 -2.04482 0.58 -1.23 -0.28
H -7.36835 8.27280 -0.86528 0.27 0.34 0.36
```
Positions in Å, forces in eV/Å.

Entry 3:
The following is a quantum chemistry calculation of C38H25CoF10N2O2P as an isolated structure at a distorted geometry, from the Open Molecules 2025 dataset.

## Properties
expectation value of S² = 6.072
strongest force on any atom = 4.53 eV/A
frontier orbital gap (spin up / spin down) = 6.6 / 5.5 eV
multiplicity = 5
HOMO level (spin up / spin down) = -11.22 / -11.42 eV
total charge = +1
ΔE to the lowest compared entry with this formula, charge and spin = 43.6 kcal per mole

The geometry in XYZ format:
```
79
Properties=species:S:1:pos:R:3:forces:R:3
P 0.88629 0.12932 -1.36055 -0.22 -0.15 -1.87
C -1.94337 2.03408 3.72051 1.43 -0.58 0.98
C 0.55228 1.62757 -5.14379 -0.33 -0.18 -1.81
C -1.38998 -3.87627 3.51522 -0.43 2.09 -1.56
H -3.72881 2.70873 -1.21201 -0.06 0.09 -0.52
H 1.94410 -0.42220 1.55985 0.26 -2.36 -0.27
H -3.37900 -2.86882 -1.39393 0.93 -1.85 0.43
N -1.68722 -0.14296 1.79618 -0.49 -0.45 -0.19
C 2.87766 -3.91592 -0.79929 0.97 0.83 0.55
F 0.95126 3.51665 -7.26112 1.16 -1.14 1.65
C -3.44315 3.73950 4.50968 -0.22 -0.27 0.29
C -3.48490 3.02390 2.15492 -1.60 0.79 3.41
H -1.14309 -1.73432 3.59243 -0.30 0.99 0.88
C 3.05567 -1.47575 -0.64041 -0.23 -1.39 -0.76
H -1.77284 2.90569 5.63095 0.39 0.17 0.93
C 2.76904 2.29019 -4.27296 -0.64 -0.59 -1.08
H -0.56296 0.31733 -3.81392 -0.38 0.09 -0.18
C 3.55165 -2.73899 -0.37628 -0.65 -1.23 -0.96
C -2.27328 1.02515 1.44832 1.17 -0.87 0.48
H -0.26121 1.75665 -5.91520 1.22 -0.35 0.75
C 1.80494 -3.74411 -1.62300 -1.52 -0.94 -1.24
C 1.49324 2.84199 2.23720 -0.61 -1.59 -0.31
C -1.25569 -3.50838 0.73289 0.83 -0.34 1.89
C 1.05082 3.33872 0.98524 1.12 -0.96 2.56
H -3.05242 -4.76364 -1.03920 0.60 1.44 0.16
H -2.25594 -3.84322 -2.38644 -0.15 -0.09 0.39
C -3.46906 2.53314 -0.19360 0.98 -1.22 1.15
H -1.54535 -5.93981 3.01208 0.40 0.10 0.00
C -2.61591 1.98037 2.51961 0.51 0.09 -2.13
O -1.43031 -3.27973 -0.61477 0.02 -0.14 0.33
H 2.00853 1.05208 3.38784 -0.01 0.19 -0.49
C 1.92900 -1.30433 -1.48263 1.31 -1.15 2.08
C 1.74039 1.43365 2.39731 0.45 1.01 -1.17
C -2.61536 1.36139 0.10266 -0.84 -0.78 -3.22
F 1.07578 2.79652 4.53764 0.31 2.03 -1.16
F 2.53410 2.10543 -7.69498 -0.36 0.30 1.42
C 1.26808 1.03605 -2.94347 -2.12 -1.10 0.00
F 1.01226 4.87473 3.44811 0.07 -1.94 0.24
H 0.53592 -2.25080 -2.67762 -0.07 -0.82 0.06
H 1.25561 -4.68493 -1.93179 0.54 1.48 0.05
H -1.65633 -3.98137 4.52267 -0.01 -0.27 1.30
F 2.95760 3.83515 -6.42409 -0.03 0.13 -0.51
H 4.51435 -2.86375 0.03508 0.81 0.08 1.01
C -1.24160 -2.39283 1.63711 -0.92 -0.42 -3.04
F -1.35036 -1.24420 -2.72458 -0.09 -0.27 0.73
C 1.63307 3.63608 3.50678 -2.37 0.03 0.74
C 1.83202 2.15370 -5.35104 -0.64 0.96 0.93
C -1.27168 -2.57408 2.97800 0.45 -1.85 1.45
C -0.96920 -4.75959 1.34375 -1.37 0.67 -3.72
Co -1.22621 -0.95243 -0.86797 0.50 -1.30 -2.86
C 0.31242 0.90812 -4.01553 1.20 0.33 2.58
C -4.03797 3.81786 3.23714 0.88 1.20 -0.91
C 2.45712 1.71608 -3.02990 -0.17 0.56 -0.28
H 0.97735 2.98522 -1.01645 -0.55 -0.67 -0.29
F 2.83442 3.88488 3.90312 1.58 -0.02 0.15
C 1.06689 2.47622 -0.06199 -0.24 -0.54 -0.90
H 2.98809 1.82399 -2.07048 0.43 0.19 -0.98
H -4.76301 4.66897 2.92532 1.14 -1.74 0.94
H -4.48700 4.19816 0.59077 0.03 -0.62 0.52
H -0.72085 -5.55866 0.62274 -0.46 0.06 0.76
H -3.80323 4.29842 5.39204 0.07 -0.04 -0.90
F 4.02256 -5.43344 0.73578 -0.39 0.55 -0.89
F 2.16559 -6.08056 -0.17344 0.36 0.29 -0.22
H 3.69669 2.81759 -4.46752 -0.12 -0.08 0.19
C 3.28899 -5.34549 -0.40811 -0.08 -0.25 0.59
C -1.34868 -4.93400 2.64685 0.73 -1.29 0.99
F 3.98045 -5.98803 -1.36815 -0.29 0.50 0.28
C -2.63587 -3.76105 -1.35881 -0.35 1.04 -0.43
H 0.69753 4.31831 0.81272 0.15 1.14 0.17
C 2.04811 2.87560 -6.66404 0.42 0.95 -1.80
H -0.99023 1.46967 3.81746 -1.07 0.07 0.09
O -2.26689 0.56789 -0.90300 -1.79 3.26 2.59
C 1.38000 -2.45677 -2.02109 -0.46 -0.27 -0.03
C 1.71343 0.54237 1.29207 -1.63 4.15 0.82
N -1.43193 -1.16451 0.97471 -0.18 2.22 2.17
C -3.91648 3.28971 0.84417 0.35 0.02 -2.13
C 1.26367 1.08877 0.06434 1.80 0.51 0.62
C -2.32507 2.89226 4.73311 -1.40 0.23 -1.77
H 3.62544 -0.70888 -0.20124 0.28 1.30 0.25
```
Positions in Å, forces in eV/Å.

Entry 4:
The following is a quantum chemistry calculation of a 2-piece molecular cluster, C5H7N3 overall at a distorted geometry, from the Open Molecules 2025 dataset.

## Properties
strongest force on any atom = 6.46 eV/A
frontier orbital gap = 9.3 eV
multiplicity = 1
HOMO level = -8.44 eV
total charge = 0
ΔE to the lowest compared entry with this formula, charge and spin = 195.5 kcal per mole

The geometry in XYZ format:
```
15
Properties=species:S:1:pos:R:3:forces:R:3
N -0.60472 1.32658 -0.01842 2.08 4.21 -0.62
H -2.76417 0.29232 -0.98622 1.56 -3.49 1.67
H 2.74431 1.46004 -0.59630 2.22 1.47 -0.42
C -1.11528 0.07526 0.41152 2.35 -2.80 3.28
C -2.05426 -0.64704 -0.39646 -5.64 -2.36 -2.01
H -1.69426 -1.77069 -1.41769 -0.73 3.78 3.08
H -1.45790 -0.09169 1.58738 1.32 1.14 -2.83
N 2.31817 -0.53203 -0.08796 6.03 -2.25 0.58
N 1.32189 -1.30645 0.17925 -3.07 -1.57 0.62
C 0.29008 -0.47337 0.08886 2.67 0.79 2.16
H -2.59471 -1.27421 0.58427 0.46 1.29 -3.87
H -0.51064 2.12851 0.60708 -1.44 -0.34 0.17
C 0.79234 0.83476 -0.08385 -5.05 -1.35 -0.57
C 2.10625 0.75790 -0.22894 -1.87 1.92 -0.17
H 3.22291 -0.77988 0.35749 -0.89 -0.43 -1.06
```
Positions in Å, forces in eV/Å.